[1]
{"formula": "C12H30F6MnN2O4P", "method": "the ωB97M-V functional and the def2-TZVPD basis", "species": ["Mn", "P", "F", "F", "F", "F", "F", "F", "C", "O", "C", "C", "N", "C", "C", "O", "C", "H", "H", "H", "H", "H", "H", "H", "H", "H", "H", "H", "H", "H", "H", "H", "C", "O", "C", "C", "N", "C", "C", "O", "C", "H", "H", "H", "H", "H", "H", "H", "H", "H", "H", "H", "H", "H", "H", "H"], "positions_angstrom": [[9.44686, -6.29059, -17.07882], [7.18874, -5.99095, -19.91627], [8.46784, -6.85968, -20.36608], [7.86695, -5.86834, -18.39850], [7.98071, -4.64829, -20.31433], [5.95853, -5.12030, -19.35882], [6.52445, -6.11547, -21.36629], [6.47319, -7.35247, -19.39525], [4.07614, -6.71305, -13.77472], [5.18271, -6.43068, -14.58892], [6.29952, -5.93755, -13.89693], [7.38956, -5.67312, -14.92609], [8.15716, -6.87214, -15.40350], [7.23389, -7.87090, -16.02496], [8.06613, -8.91704, -16.77310], [9.03018, -8.28636, -17.62651], [9.32652, -9.12953, -18.75847], [3.83748, -5.92969, -13.04468], [4.26078, -7.60961, -13.16040], [3.19864, -6.89753, -14.38600], [6.62455, -6.68278, -13.15523], [6.06389, -4.99107, -13.40151], [8.13207, -4.98857, -14.51432], [6.92985, -5.15718, -15.77353], [8.40865, -7.27873, -14.50302], [6.51977, -7.39460, -16.69564], [6.64967, -8.36163, -15.24654], [7.38304, -9.54698, -17.33765], [8.61150, -9.48749, -16.01262], [8.41162, -9.46046, -19.24228], [9.86784, -10.01010, -18.39535], [9.96134, -8.57186, -19.43601], [12.27664, -7.80937, -17.10355], [11.50046, -6.70162, -16.65329], [12.39169, -5.61518, -16.34230], [11.60754, -4.44337, -15.74360], [10.18438, -4.41455, -16.15829], [9.95340, -3.55093, -17.36226], [10.67872, -3.95788, -18.62794], [10.49134, -5.35196, -18.81701], [11.22347, -5.81496, -19.95229], [12.79425, -8.28092, -16.26748], [13.02362, -7.48886, -17.83616], [11.66479, -8.54781, -17.61461], [12.90967, -5.36303, -17.26924], [13.11061, -5.94181, -15.59107], [12.06575, -3.45748, -15.88230], [11.68656, -4.55534, -14.65796], [9.80386, -3.81843, -15.42556], [10.20384, -2.50572, -17.14029], [8.88821, -3.47138, -17.60244], [11.74964, -3.71483, -18.60665], [10.29558, -3.37777, -19.47263], [10.80948, -5.33773, -20.84404], [11.09438, -6.88469, -20.07115], [12.27767, -5.53825, -19.87510]], "mulliken_spin": [4.78, 0.00, 0.00, 0.02, 0.00, 0.00, 0.00, 0.00, 0.00, 0.00, 0.00, 0.00, 0.05, 0.02, 0.00, -0.01, 0.02, 0.00, 0.00, 0.00, 0.00, 0.00, 0.01, 0.00, 0.01, 0.00, 0.00, 0.00, -0.01, 0.00, 0.00, -0.01, 0.01, 0.02, 0.02, 0.00, 0.05, 0.02, 0.01, -0.03, 0.01, 0.00, 0.00, 0.00, 0.00, 0.00, 0.00, 0.00, 0.00, 0.01, -0.01, 0.00, 0.00, 0.00, -0.01, 0.00], "multiplicity": 6, "orbital_gap_ha": [0.36238, 0.37229], "total_energy_ha": -2977.2452, "total_charge": 1, "s2": 8.752, "largest_force_ev_per_a": 2.23}

---

[2]
{"formula": "C43H41O2P2S2Sc", "method": "the ωB97M-V functional and the def2-TZVPD basis", "species": ["Sc", "C", "C", "C", "C", "C", "C", "C", "P", "C", "C", "C", "C", "C", "C", "C", "C", "C", "C", "C", "C", "C", "C", "H", "H", "H", "H", "H", "H", "H", "H", "H", "H", "H", "H", "H", "H", "H", "H", "H", "H", "H", "H", "C", "C", "C", "C", "C", "C", "C", "C", "C", "C", "O", "O", "H", "H", "H", "H", "H", "H", "H", "H", "H", "H", "H", "S", "P", "S", "C", "C", "C", "C", "C", "C", "C", "C", "C", "C", "C", "C", "H", "H", "H", "H", "H", "H", "H", "H", "H", "H"], "positions_angstrom": [[0.73821, -0.32559, 0.29888], [-2.82523, -2.75308, 0.83999], [-2.65400, -3.72500, -0.29481], [-3.41395, -4.89050, -0.32626], [-3.32251, -5.78794, -1.37987], [-2.46052, -5.52446, -2.43209], [-1.69099, -4.37013, -2.41294], [-1.77285, -3.46794, -1.35353], [-0.81676, -1.89421, -1.37803], [0.43289, -2.20015, -2.69746], [1.40928, -3.11328, -2.28393], [2.46197, -3.47568, -3.10437], [2.55630, -2.91044, -4.36806], [1.60533, -1.99212, -4.77939], [0.53304, -1.61552, -3.96689], [-0.41821, -0.57184, -4.49816], [-2.09800, -0.69277, -1.85093], [-3.32493, -1.08026, -2.39457], [-4.33940, -0.15736, -2.57120], [-4.12678, 1.16414, -2.18786], [-2.90565, 1.55166, -1.66620], [-1.85395, 0.64230, -1.49528], [-0.51973, 1.07100, -0.97626], [-3.49716, -3.15896, 1.59618], [-3.24937, -1.80920, 0.48468], [-1.87383, -2.51478, 1.31510], [-4.09521, -5.09076, 0.49242], [-3.92395, -6.68837, -1.37859], [-2.38205, -6.21138, -3.26501], [-1.01366, -4.17646, -3.23418], [1.35164, -3.53696, -1.28653], [3.21146, -4.17434, -2.75407], [3.37384, -3.17812, -5.02736], [1.68501, -1.54748, -5.76470], [-0.23668, -0.40605, -5.55989], [-0.27531, 0.38218, -3.98408], [-1.46051, -0.84916, -4.37242], [-3.49499, -2.11595, -2.66288], [-5.28982, -0.46590, -2.98661], [-4.91805, 1.89518, -2.30274], [-2.74381, 2.58611, -1.38544], [-0.59313, 2.06725, -0.53148], [0.16981, 1.17381, -1.82547], [-0.42873, 0.16199, 8.40112], [-0.26335, 0.08172, 6.90810], [-0.81611, -0.96150, 6.18290], [-0.66234, -1.06968, 4.80622], [-1.32259, -2.24992, 4.13582], [0.07816, -0.08167, 4.12843], [0.67208, 0.98136, 4.84950], [1.52593, 2.07690, 4.25204], [0.47569, 1.03559, 6.22299], [0.21164, -0.15160, 2.66049], [0.84601, 0.75359, 2.01170], [-0.27104, -1.10710, 1.96551], [-1.28107, -0.42658, 8.73877], [-0.57113, 1.19260, 8.72680], [0.46135, -0.22062, 8.90555], [-1.39134, -1.72033, 6.70162], [-1.75118, -2.90072, 4.89612], [-0.62245, -2.82543, 3.53280], [-2.12064, -1.92879, 3.46654], [0.95281, 2.70982, 3.57530], [2.35882, 1.68555, 3.67207], [1.91752, 2.69663, 5.05823], [0.92568, 1.85213, 6.77718], [2.75242, 0.30573, -1.45994], [3.88431, -0.82701, -0.25992], [2.79814, -1.87628, 1.06036], [4.94835, -1.94007, -1.21850], [5.54391, -3.03105, -0.58730], [6.40255, -3.85711, -1.29606], [6.67389, -3.59545, -2.63491], [6.08072, -2.51130, -3.26456], [5.21446, -1.68509, -2.55882], [5.05591, 0.22789, 0.64645], [6.02675, 0.94021, -0.05675], [6.90816, 1.76617, 0.62008], [6.82612, 1.89045, 2.00347], [5.86210, 1.18559, 2.70530], [4.97827, 0.35220, 2.02773], [5.32175, -3.23951, 0.45261], [6.86078, -4.70662, -0.80599], [7.34698, -4.23992, -3.18635], [6.28412, -2.31186, -4.30910], [4.72208, -0.85608, -3.05345], [6.08969, 0.85501, -1.13607], [7.65929, 2.31804, 0.06981], [7.51545, 2.53798, 2.53047], [5.79408, 1.28103, 3.78161], [4.22253, -0.20222, 2.56902]], "mulliken_charge": [-0.48, -1.06, 1.12, -0.71, -0.74, -0.89, -0.73, 0.15, 2.20, 1.02, -0.45, -0.73, -0.74, -1.00, 0.61, -1.29, 0.41, -0.57, -0.80, -0.71, -0.92, 0.66, -1.53, 0.49, 0.29, -0.10, 0.40, 0.38, 0.44, 0.42, 0.45, 0.37, 0.39, 0.35, 0.49, 0.22, 0.26, 0.48, 0.45, 0.39, 0.44, 0.52, 0.20, -1.56, 0.40, -0.90, 0.60, -1.03, 0.44, 0.65, -1.17, -0.88, 1.57, -0.56, -0.62, 0.38, 0.39, 0.29, 0.31, 0.37, 0.18, 0.17, 0.24, 0.06, 0.39, 0.34, -0.73, 1.60, -0.64, 0.45, -0.51, -0.67, -0.49, -0.67, -0.39, 0.43, -0.55, -0.67, -0.44, -0.68, -0.26, 0.40, 0.41, 0.40, 0.44, 0.42, 0.37, 0.39, 0.38, 0.42, 0.39], "multiplicity": 1, "orbital_gap_ha": 0.30093, "total_energy_ha": -4053.7046, "total_charge": 0, "largest_force_ev_per_a": 1.17}

---

[3]
{"formula": "C5H8N2O", "method": "the ωB97M-V functional and the def2-TZVPD basis", "species": ["C", "C", "C", "C", "C", "N", "N", "O", "H", "H", "H", "H", "H", "H", "H", "H"], "positions_angstrom": [[-1.02329, -0.93921, 0.51786], [0.67746, 0.58687, 1.55774], [-0.56163, 1.32607, 1.48239], [-0.29682, 0.25845, 0.40174], [0.70461, -0.63806, -1.59165], [-1.57432, -1.93559, 0.55688], [0.19818, 0.54176, -0.99082], [-0.14100, -1.30099, -2.41124], [1.57698, 1.11248, 1.38094], [0.78832, -0.17559, 2.25939], [-1.36923, 1.25939, 2.33148], [-0.46936, 2.36913, 1.19262], [1.50732, -0.30409, -2.27866], [1.16495, -1.29626, -0.80338], [-0.42645, 0.95358, -1.66118], [-0.75572, -1.81796, -1.94410]], "mulliken_charge": [0.31, -0.74, -0.55, 0.51, -0.55, -0.51, -0.27, -0.53, 0.26, 0.27, 0.25, 0.25, 0.33, 0.38, 0.27, 0.32], "multiplicity": 1, "orbital_gap_ha": 0.39237, "total_energy_ha": -379.9967, "total_charge": 0, "largest_force_ev_per_a": 3.24, "smiles": "N#CC1(NCO)CC1"}